1.
One molecule with the formula C5H8O3 in a non-equilibrium geometry. Source: OMol25; level of theory: ωB97M-V/def2-TZVPD.

```
16
Properties=species:S:1:pos:R:3:forces:R:3:mulliken_charge:R:1
C -0.604399 0.528510 1.445967 -1.4 -1.2 -0.4 -0.45
C -0.283363 -0.984307 1.510279 1.4 1.4 0.6 -0.73
C -0.285675 -0.231702 0.199067 1.0 -1.2 0.4 0.80
C -1.033771 -0.777852 -1.039279 1.1 0.4 1.5 -0.39
C 1.026430 0.021854 -1.687396 -1.4 -0.6 1.4 -0.20
H 1.169542 1.178389 1.573594 -0.2 0.3 0.0 0.37
H -1.659641 0.712831 1.633529 0.3 0.7 0.1 0.36
H 0.680567 -1.146464 1.997680 -0.1 -0.2 -0.4 0.22
H -1.018671 -1.705206 1.796918 -0.6 -0.1 -0.1 0.29
H -2.088093 -0.516225 -0.992114 0.0 0.1 -0.5 0.33
H -0.897756 -1.870144 -1.120365 -0.2 0.2 0.3 0.29
H 1.333699 0.963535 -2.107879 0.6 0.0 -0.4 0.25
H 1.563932 -0.893052 -1.975608 0.4 0.5 0.1 0.28
O 0.301237 1.484706 1.878423 -0.2 -0.4 0.1 -0.54
O -0.323950 -0.149525 -2.057250 -0.3 0.8 -1.4 -0.41
O 1.022849 0.156982 -0.243371 -0.3 -0.6 -1.2 -0.48
```
Positions in Å, forces in eV/Å.

Computed properties:
Charge: 0
ΔE to the lowest compared entry with this formula, charge and spin, kJ/mol: 269.19
E_HOMO, eV: -9.3879
M, g mol⁻¹: 116.1
DFT total energy, hartree: -420.953535
Lowest unoccupied orbital energy, hartree: 0.034



2.
A 2-piece molecular cluster, C5H8O4 overall. Source: OMol25; level of theory: ωB97M-V/def2-TZVPD.

```
17
Properties=species:S:1:pos:R:3:forces:R:3:mulliken_charge:R:1
C 0.519375 0.707360 -2.519746 -0.1 -0.3 -0.2 -0.75
C 1.190477 2.112751 -2.558500 -0.4 -0.4 0.0 0.56
O 2.391609 2.137173 -2.212511 0.1 0.1 -0.1 -0.74
O 0.456379 3.052252 -2.941443 0.1 0.1 -0.1 -0.74
H 0.607949 0.209812 -3.494014 0.3 0.1 -0.1 0.25
H -0.557529 0.730361 -2.351630 0.0 0.3 0.3 0.24
H 0.994902 0.059495 -1.783146 0.0 0.1 0.0 0.17
C -0.682823 -0.418074 1.405031 0.4 0.3 0.5 -0.17
C 0.093102 -1.723306 1.249046 -0.4 -0.7 0.4 -1.06
C -1.298776 -0.249638 2.832595 0.0 -0.8 0.2 0.40
O -1.862204 -1.286698 3.285047 0.0 0.2 -0.1 -0.76
O -1.185410 0.852035 3.404390 0.0 0.2 -0.2 -0.74
H 0.000101 0.413369 1.229003 -0.3 0.2 -0.2 0.25
H -1.516615 -0.344673 0.715994 -0.1 0.0 -0.3 0.18
H -0.020824 -2.256519 0.300444 0.1 0.4 -0.2 0.26
H -0.278471 -2.436500 1.993008 0.0 0.1 0.1 0.42
H 1.148761 -1.559202 1.446431 0.2 0.0 -0.1 0.23
```
Positions in Å, forces in eV/Å.

Computed properties:
Charge: -2
ΔE to the lowest compared entry with this formula, charge and spin, kJ/mol: 10.35
E_HOMO, eV: -1.6906
M, g mol⁻¹: 132.1
DFT total energy, hartree: -496.321904
Lowest unoccupied orbital energy, hartree: 0.235



3.
One molecule with the formula C5H8OS in a non-equilibrium geometry. Source: OMol25; level of theory: ωB97M-V/def2-TZVPD.

```
15
Properties=species:S:1:pos:R:3:forces:R:3:mulliken_charge:R:1
C 1.605442 0.593656 0.190071 -1.7 0.6 4.1 -0.30
C 0.486018 0.448499 0.928565 -1.3 -1.0 -0.1 -0.41
C 1.448816 -0.165725 -1.014573 1.7 0.3 -5.0 -0.53
C -0.465763 -0.412576 0.133456 -1.3 -0.4 2.9 0.85
C -1.818341 0.297445 -0.027772 0.5 1.3 -2.1 -1.34
O 0.191388 -0.811833 -0.993217 0.3 0.4 -0.8 -0.39
S -1.053630 -1.900895 1.136602 -0.1 -0.1 -0.1 -0.27
H 2.372873 1.169768 0.670097 0.9 0.1 -0.9 0.41
H -0.021786 0.693170 1.917824 1.8 0.4 -1.2 0.33
H 1.535987 0.530376 -1.961817 -0.7 -0.7 1.5 0.19
H 2.246161 -0.871791 -1.358866 -0.5 0.0 1.2 0.27
H -1.561658 1.249875 -0.577736 -0.5 -0.7 0.4 0.32
H -2.342567 0.578074 0.900594 0.4 -0.5 -0.4 0.36
H -2.440769 -0.301464 -0.714758 -0.1 0.3 0.5 0.38
H 0.001033 -2.175334 1.902235 0.4 0.1 -0.1 0.13
```
Positions in Å, forces in eV/Å.

Computed properties:
Charge: 0
ΔE to the lowest compared entry with this formula, charge and spin, kJ/mol: 172.03
E_HOMO, eV: -8.9820
M, g mol⁻¹: 116.2
DFT total energy, hartree: -668.673018
Lowest unoccupied orbital energy, hartree: 0.030



4.
One molecule with the formula C5H8OS in a non-equilibrium geometry. Source: OMol25; level of theory: ωB97M-V/def2-TZVPD.

```
15
Properties=species:S:1:pos:R:3:forces:R:3:mulliken_charge:R:1
C -0.832670 1.077625 2.713969 0.0 -0.1 0.9 -0.72
C 0.783988 -0.986082 -1.439412 -3.3 -0.8 -1.0 -0.82
C 0.058898 0.910399 1.767178 3.5 2.6 -0.4 -0.02
C 0.882581 -0.187828 -0.248648 -0.4 1.4 1.3 -0.30
C -0.091161 -0.040767 0.686513 -0.4 0.4 0.0 0.04
O -1.565786 0.019159 -2.383461 -1.8 -0.1 0.2 -0.51
S -0.234273 -0.195368 -2.908910 2.4 -0.8 0.1 0.33
H -0.725712 1.899337 3.457537 -0.5 -1.1 -0.5 0.26
H -1.502802 0.219627 2.719439 -0.9 0.8 0.7 0.25
H 1.667792 -1.120035 -2.014535 1.0 -1.1 0.1 0.46
H 0.027766 -1.805444 -1.176185 1.7 0.3 -0.9 0.33
H 0.996177 1.636077 1.775344 -1.9 -1.5 -0.3 0.13
H 1.800557 0.413465 -0.104189 -0.6 -0.3 0.0 0.25
H -1.174146 -0.381384 0.786468 1.7 -0.6 -1.2 0.18
H -0.091210 -1.458782 -3.631107 -0.4 1.0 0.9 0.13
```
Positions in Å, forces in eV/Å.

Computed properties:
Charge: 0
ΔE to the lowest compared entry with this formula, charge and spin, kJ/mol: 340.04
E_HOMO, eV: -8.4466
M, g mol⁻¹: 116.2
DFT total energy, hartree: -668.609027
Lowest unoccupied orbital energy, hartree: 0.009



5.
C5H8OS as an isolated structure in a non-equilibrium geometry. Source: OMol25; level of theory: ωB97M-V/def2-TZVPD.

```
15
Properties=species:S:1:pos:R:3:forces:R:3:mulliken_charge:R:1
C -2.005387 -0.735732 -0.043506 0.6 1.1 0.1 0.26
C -0.911154 1.315091 -0.319106 -3.0 -1.8 -1.5 -1.07
C -0.505783 -0.138558 -0.047371 -1.5 0.2 1.3 1.58
C 0.358876 -0.749034 -1.110510 -0.8 0.0 -0.9 -1.58
C 0.105533 -0.190774 1.373061 -0.2 0.1 0.5 -1.49
O -2.422506 -1.833334 -0.189068 0.5 -1.0 0.0 -0.49
S -3.078926 0.680084 0.108495 3.2 1.0 -0.6 -0.14
H -0.727104 2.106838 0.356030 0.4 0.6 0.5 0.40
H -0.929624 1.518565 -1.411310 -0.1 0.4 1.0 0.30
H 1.372576 -0.551459 -0.916948 1.6 -0.3 0.6 0.42
H 0.224878 -0.208478 -2.032190 -0.5 0.1 -0.7 0.41
H 0.156669 -1.802302 -1.336863 0.1 0.2 0.5 0.31
H -0.697410 0.199187 2.116498 1.7 -0.7 -1.0 0.34
H 1.083092 0.364836 1.413098 -1.2 0.2 -0.1 0.37
H 0.492945 -1.192501 1.603540 -0.8 -0.1 0.2 0.39
```
Positions in Å, forces in eV/Å.

Computed properties:
Charge: 0
ΔE to the lowest compared entry with this formula, charge and spin, kJ/mol: 142.21
E_HOMO, eV: -9.4781
M, g mol⁻¹: 116.2
DFT total energy, hartree: -668.684376
Lowest unoccupied orbital energy, hartree: -0.014



6.
One molecule with the formula C5H8OS in a non-equilibrium geometry. Source: OMol25; level of theory: ωB97M-V/def2-TZVPD.

```
15
Properties=species:S:1:pos:R:3:forces:R:3:mulliken_charge:R:1
C 2.730787 -1.046581 -0.207382 1.5 -1.0 -1.2 -0.67
C -1.656633 0.983142 -0.080303 -1.6 2.0 -2.0 -0.57
C 1.748148 -0.555289 0.536848 0.9 -1.1 1.6 -0.18
C -0.397447 0.625300 0.611553 -0.6 -0.7 0.1 -0.20
C 0.413314 -0.288662 0.076489 0.5 0.2 0.2 -0.14
O -2.166052 -1.552711 0.456752 -0.8 0.2 -0.2 -0.55
S -2.967579 -0.363063 0.010931 0.2 -1.5 0.2 0.30
H 3.830814 -1.247189 0.094407 -2.3 0.4 -0.1 0.23
H 2.488084 -1.374901 -1.245301 0.4 0.7 0.6 0.19
H -2.180013 1.962322 0.372445 1.2 -2.2 -1.3 0.32
H -1.506128 1.027487 -1.240617 -0.1 0.6 2.3 0.28
H 1.881303 -0.580560 1.608102 0.4 0.9 0.4 0.26
H -0.265084 0.999769 1.634837 0.4 0.1 -0.6 0.30
H 0.212200 -0.926933 -0.756117 -0.8 0.4 -1.0 0.29
H -3.326261 -0.678866 -1.369252 0.8 0.9 1.1 0.13
```
Positions in Å, forces in eV/Å.

Computed properties:
Charge: 0
ΔE to the lowest compared entry with this formula, charge and spin, kJ/mol: 348.16
E_HOMO, eV: -8.6386
M, g mol⁻¹: 116.2
DFT total energy, hartree: -668.605934
Lowest unoccupied orbital energy, hartree: 0.010